A 5-piece molecular cluster, C24H56BN4O6 overall in a non-equilibrium geometry, computed with the ωB97M-V functional and the def2-TZVPD basis.

Last column: Löwdin charge in e.
Geometry (Å):
1 C 2.90 -1.22 2.96  -0.131
2 O 1.57 -0.83 2.71  -0.196
3 C 1.51 0.43 2.03  -0.254
4 C 0.40 0.41 1.00  -0.194
5 C 0.67 -0.64 -0.08  -0.236
6 C -0.61 -1.20 -0.69  -0.215
7 B -0.46 -2.44 -1.78  -0.472
8 C 1.01 -2.56 -2.55  -0.209
9 C 1.81 -3.82 -2.13  -0.247
10 C 3.13 -3.44 -1.45  -0.220
11 C 3.67 -4.47 -0.45  -0.219
12 C 2.61 -4.89 0.57  -0.197
13 C 3.20 -5.33 1.90  -0.237
14 O 2.33 -6.17 2.64  -0.193
15 C 1.26 -5.46 3.21  -0.118
16 H 3.39 -1.53 2.04  0.083
17 H 3.45 -0.41 3.45  0.080
18 H 2.90 -2.07 3.65  0.072
19 H 1.33 1.19 2.80  0.104
20 H 2.46 0.62 1.54  0.115
21 H -0.54 0.22 1.51  0.108
22 H 0.33 1.40 0.55  0.103
23 H 1.34 -1.41 0.29  0.089
24 H 1.21 -0.11 -0.87  0.105
25 H -1.20 -1.58 0.15  0.060
26 H -1.22 -0.38 -1.09  0.049
27 H -0.77 -3.50 -1.22  0.039
28 H -1.33 -2.27 -2.65  0.037
29 H 1.65 -1.67 -2.48  0.063
30 H 0.80 -2.69 -3.62  0.057
31 H 2.04 -4.44 -3.00  0.094
32 H 1.19 -4.44 -1.49  0.060
33 H 3.88 -3.32 -2.23  0.101
34 H 2.97 -2.50 -0.91  0.089
35 H 4.50 -4.01 0.09  0.100
36 H 4.09 -5.32 -0.98  0.106
37 H 1.99 -5.67 0.15  0.119
38 H 1.98 -4.02 0.73  0.110
39 H 3.50 -4.46 2.50  0.110
40 H 4.11 -5.92 1.71  0.118
41 H 0.62 -6.18 3.70  0.081
42 H 0.68 -4.91 2.47  0.080
43 H 1.61 -4.75 3.98  0.082
44 C -4.99 1.12 -2.42  -0.021
45 C -3.97 0.01 -2.41  -0.539
46 O -2.77 0.21 -2.30  0.035
47 N -4.41 -1.27 -2.51  0.025
48 C -5.77 -1.75 -2.64  -0.096
49 H -4.47 2.07 -2.33  0.075
50 H -5.55 1.12 -3.36  0.074
51 H -5.69 1.02 -1.58  0.075
52 H -3.66 -1.96 -2.49  0.108
53 H -6.02 -2.41 -1.80  0.071
54 H -5.88 -2.32 -3.57  0.079
55 H -6.47 -0.92 -2.65  0.062
56 C -2.69 -4.31 0.80  -0.009
57 C -3.55 -4.75 -0.35  -0.531
58 O -3.69 -4.06 -1.34  0.046
59 N -4.16 -5.97 -0.26  -0.002
60 C -4.10 -6.92 0.83  -0.094
61 H -2.27 -3.33 0.56  0.056
62 H -3.28 -4.23 1.72  0.082
63 H -1.87 -5.01 0.96  0.081
64 H -4.71 -6.21 -1.07  0.130
65 H -3.68 -7.87 0.48  0.078
66 H -5.10 -7.11 1.23  0.075
67 H -3.47 -6.54 1.63  0.068
68 C 0.64 5.90 0.00  -0.006
69 C -0.59 6.10 0.85  -0.556
70 O -1.51 6.83 0.50  0.016
71 N -0.64 5.44 2.03  0.006
72 C 0.34 4.54 2.61  -0.075
73 H 0.54 6.49 -0.91  0.078
74 H 1.53 6.23 0.53  0.081
75 H 0.75 4.85 -0.28  0.087
76 H -1.49 5.61 2.55  0.136
77 H -0.11 3.56 2.78  0.079
78 H 0.67 4.94 3.58  0.079
79 H 1.21 4.43 1.97  0.073
80 C 3.78 9.94 -0.18  -0.015
81 C 3.02 9.46 -1.40  -0.561
82 O 3.50 8.65 -2.17  0.030
83 N 1.78 9.97 -1.60  0.007
84 C 1.05 10.93 -0.80  -0.078
85 H 4.74 9.45 -0.15  0.080
86 H 3.94 11.02 -0.23  0.081
87 H 3.23 9.70 0.73  0.081
88 H 1.33 9.60 -2.43  0.139
89 H 0.12 10.48 -0.44  0.085
90 H 0.81 11.81 -1.40  0.080
91 H 1.63 11.24 0.06  0.069

The calculation puts the largest force on an atom at 1.1 eV/Å. For the gap between HOMO and LUMO, the calculation gives 6.122 eV. Its spin multiplicity is 1. The highest occupied orbital energy comes out at -0.150 hartree. As for the total charge: -1.